Record 1
Below is a cluster of 2 separate species, C2H10NO in total, with properties calculated with ωB97M-V with the def2-TZVPD basis set.

Structure (XYZ):
```
14
Properties=species:S:1:pos:R:3:forces:R:3
C 0.98796 -0.81933 1.27354 2.02 4.82 -1.68
N 0.20459 -0.55982 -0.06704 -2.16 0.54 -0.74
C 0.75276 -0.63084 -1.53525 2.97 1.14 3.20
H 0.38953 -0.41784 2.12958 0.28 -1.19 -0.83
H 1.36576 -1.80951 1.17712 -0.18 -0.82 0.61
H 1.92997 -0.08680 1.22617 -1.95 -1.67 0.14
H -0.60095 0.18321 -0.14189 2.01 -0.34 1.22
H -0.37746 -1.35564 -0.02391 -1.07 -1.43 -0.16
H 1.39817 0.32373 -1.59397 -1.23 -1.67 -0.69
H -0.07473 -0.77392 -2.17051 -0.94 0.46 -0.79
H 1.36858 -1.53556 -1.56312 0.13 0.37 -0.20
H -1.61754 2.10406 1.18416 -0.32 -0.49 -1.82
H -2.19841 2.32633 -0.29923 0.48 -0.50 0.75
O -1.68241 1.70772 0.26440 -0.05 0.78 0.99
```
Positions in Å, forces in eV/Å.

Computed properties:
Highest occupied orbital energy (eV): -16.16
Charge: +1
Energy relative to the best compared isomer or geometry (same formula, charge and spin) (kcal/mol): 33.6
LUMO energy (eV): -3.28
Spin multiplicity: 1
Max |F| (eV/Å): 5.49
HOMO-LUMO gap (eV): 12.886

Record 2
Below is a cluster of 4 separate species, C2H10NO2 in total, with properties calculated with ωB97M-V with the def2-TZVPD basis set.

Structure (XYZ):
```
15
Properties=species:S:1:pos:R:3:forces:R:3
C 1.87126 -0.20739 0.55651 0.45 0.85 1.06
C 1.78016 1.11132 0.25679 -1.34 -1.01 0.65
N -1.56954 -1.59953 0.62233 0.12 -0.21 0.02
H 0.96379 -0.80639 0.60405 -0.15 -0.11 0.06
H 0.78948 1.30592 -0.19913 -0.60 0.61 -1.08
H 2.35519 1.98084 0.53199 0.26 -0.03 0.26
H -1.69024 -2.16397 -0.21704 -0.10 0.38 0.17
H -1.33497 -0.62081 0.51484 0.34 0.32 -0.09
H -2.24711 -1.76066 1.35477 -0.05 -0.26 -0.01
H -0.48869 0.28457 -2.78243 0.02 -0.17 0.41
H -0.68848 0.43043 -1.22731 -0.13 0.11 -0.55
O -0.34461 -0.14770 -1.92530 0.13 -0.10 -0.26
H -1.37780 1.81159 0.57522 0.38 0.27 0.09
H 2.78936 -0.65812 0.93970 0.08 -0.22 -0.78
O -0.80779 1.03989 0.39501 0.59 -0.44 0.08
```
Positions in Å, forces in eV/Å.

Computed properties:
Highest occupied orbital energy (eV): -14.64
Charge: +1
Energy relative to the best compared isomer or geometry (same formula, charge and spin) (kcal/mol): 190.7
LUMO energy (eV): -9.98
Spin multiplicity: 1
Max |F| (eV/Å): 1.79
HOMO-LUMO gap (eV): 4.653